1.
DFT (ωB97M-V with the def2-TZVPD basis set) results for C5H12O2 as an isolated structure in a non-equilibrium geometry.

Cartesian coordinates (Å):
C: -0.1631 -0.6066 -2.4161
H: -0.8516 -1.5379 -0.6564
H: 1.3991 0.7851 1.5804
C: -0.3300 0.3927 -0.0765
H: -1.2666 0.5589 -0.1291
H: -0.1238 -1.2922 -2.9893
C: 0.2138 0.3086 1.2952
C: 0.0622 -0.8590 -0.9106
H: 0.7384 -1.6856 1.2220
H: 0.3317 1.1043 3.0188
H: 1.8811 -0.6987 -1.5532
C: -0.5116 1.2393 2.2145
O: 1.3954 -1.1830 -0.7298
H: -1.5262 0.8050 2.3004
H: -1.2570 -0.6551 -2.5290
H: 0.3351 0.7053 -2.3946
O: 0.1061 -0.9305 1.8098
H: -0.0771 1.0628 -0.7082
H: -0.3558 2.4866 1.6516

The calculation puts the energy above the lowest of the compared OMol25 structures with the same formula, charge and spin at 192.2 kcal/mol. For the energy, the calculation gives -9466.80204 eV. The spin multiplicity is 1. For the orbital gap, the calculation gives 10.327 eV. The value obtained for the LUMO energy is 0.69 eV. For the molar mass, the calculation gives 104.149 g mol⁻¹. The strongest force on any atom is 15.61 eV/A.

***

2.
DFT (ωB97M-V with the def2-TZVPD basis set) results for C26H27N4O2SSn as an isolated structure.

Cartesian coordinates (Å):
H: -3.3346 0.0928 6.8957
C: -2.9834 5.9954 0.4745
Sn: 0.2451 -0.3090 -1.3075
C: -3.2474 -2.1093 2.0913
C: 4.2916 -2.3686 -0.8808
H: 2.1704 5.2451 1.0315
C: -2.6308 -1.5486 1.0091
H: 0.9656 6.4848 1.4711
H: 0.0564 -2.8951 1.0082
H: 2.4845 -2.4876 1.1496
C: -1.3404 -0.5296 -4.4557
H: -0.9747 0.1209 -7.1764
C: 2.0145 -2.5859 0.1788
C: 1.1881 5.6464 0.8146
C: -2.1535 0.4432 2.4212
C: -1.8653 3.6471 1.4040
H: -4.3140 -3.1677 4.3066
N: -1.8194 1.6659 2.5030
C: -0.1122 -0.0064 -6.5209
H: -3.4372 6.9135 0.1217
C: -3.3264 -0.3570 5.9122
H: 0.6416 0.7240 -6.7956
H: -2.3155 1.3121 5.0161
C: -3.8909 -1.6113 5.7234
H: -2.5706 -2.1305 -4.5276
C: 0.0224 -2.9510 -1.1475
H: -3.7306 -3.0732 1.9715
H: -3.9122 2.9616 1.6792
C: -3.2848 -1.5172 3.3940
N: -0.4855 0.2202 -5.1219
C: 2.1763 -2.6685 -2.2158
C: -2.0006 -0.2899 1.1191
O: -1.3316 0.2567 0.2037
C: -1.6167 5.9209 0.5265
H: -1.0304 -3.1937 -1.2186
O: 0.2718 4.5536 1.0948
C: -3.2941 3.7808 1.3355
H: 1.1123 5.9264 -0.2341
C: -1.0094 4.7406 0.9907
H: -1.0132 6.7621 0.2226
H: 4.6926 -1.8346 -1.7403
C: -3.8742 -2.1914 4.4656
N: -1.2517 2.5884 1.9069
S: -1.8268 -0.1266 -2.8208
H: -2.6228 -2.0410 0.0461
H: 4.7582 -3.3562 -0.8639
C: -3.8392 4.9269 0.8760
C: -2.7478 0.3341 4.8507
H: 0.3462 -3.0464 -3.2791
H: -0.2158 1.0872 -4.6867
C: 0.8074 -2.8916 -2.3106
H: -4.9104 5.0576 0.8291
C: -2.7231 -0.2426 3.5931
H: -1.7665 -1.7860 -6.0147
H: 4.5864 -1.8514 0.0296
H: 2.7768 -2.6364 -3.1164
H: 0.3126 -1.0027 -6.6412
C: 2.8059 -2.5264 -0.9724
N: -1.8853 -1.5906 -5.0306
C: 0.6426 -2.8033 0.1017
H: -4.3418 -2.1335 6.5553

The calculation puts the energy above the lowest of the compared OMol25 structures with the same formula, charge and spin at 0.0 kcal/mol. For the energy, the calculation gives -54096.48773 eV. The spin multiplicity is 1. For the orbital gap, the calculation gives 6.773 eV. Its charge is +3. The value obtained for the LUMO energy is -9.91 eV. For the molar mass, the calculation gives 578.306 g mol⁻¹. The strongest force on any atom is 0.19 eV/A.

***

3.
DFT (ωB97M-V with the def2-TZVPD basis set) results for a 10-piece molecular cluster, H20O10 overall.

Cartesian coordinates (Å):
O: 1.1120 3.5185 0.0867
H: 1.0078 2.7921 0.7401
O: 2.7688 0.5946 -2.6660
H: 1.2125 -1.3049 2.0197
H: 0.8650 0.9092 2.3225
O: 0.9979 -0.7620 2.7943
H: -2.9211 -0.4504 -0.0508
H: -1.8132 1.8240 1.1478
O: -3.7902 -0.4839 -0.4677
H: 2.3605 0.0401 -1.9941
H: 0.6045 2.2758 2.9932
O: -0.1639 0.0558 -0.6627
H: 1.9141 -3.3716 1.3683
H: -0.9780 -2.9576 -2.3463
H: -1.1291 0.0167 -3.4488
H: -1.9933 1.1528 2.5013
H: 2.9716 1.4163 -2.2039
O: -2.3836 1.2079 1.6242
H: 1.2356 -1.3102 3.5499
O: -1.6501 0.6006 -2.8889
H: 2.0438 -3.2383 -0.1442
O: 1.5550 -2.8935 0.6106
H: 0.1187 0.1079 0.2556
H: 0.5363 -3.0024 -2.5594
H: -1.3220 0.4349 -1.9868
O: -0.2151 -2.4002 -2.5460
H: -4.3700 -0.0557 0.1694
H: 0.0700 -0.8419 -0.9465
O: 0.4748 1.8068 2.1614
H: 0.8808 4.3186 0.5670

The calculation puts the energy above the lowest of the compared OMol25 structures with the same formula, charge and spin at 66.3 kcal/mol. For the energy, the calculation gives -20799.73791 eV. The spin multiplicity is 1. For the orbital gap, the calculation gives 9.139 eV. The value obtained for the LUMO energy is -0.58 eV. For the molar mass, the calculation gives 180.150 g mol⁻¹. The strongest force on any atom is 0.92 eV/A.

***

4.
DFT (ωB97M-V with the def2-TZVPD basis set) results for a 2-piece molecular cluster, CH3N2O4 overall in a non-equilibrium geometry.

Cartesian coordinates (Å):
N: -1.1401 0.6318 0.4132
H: -0.7807 -1.8023 0.4192
O: 0.0333 -1.3166 0.8455
O: 1.1103 0.6461 0.9045
C: 0.0253 -0.0576 0.4302
O: -2.3230 -1.1156 -0.2109
H: 0.7796 1.5629 0.9635
N: -2.2374 0.1334 0.0672
H: 0.1455 -0.3235 -1.3805
O: -3.3142 0.8125 0.2661

The calculation puts the energy above the lowest of the compared OMol25 structures with the same formula, charge and spin at 72.9 kcal/mol. For the energy, the calculation gives -12251.67879 eV. The spin multiplicity is 1. For the orbital gap, the calculation gives 7.564 eV. Its charge is -1. The value obtained for the LUMO energy is 3.92 eV. For the molar mass, the calculation gives 107.045 g mol⁻¹. The strongest force on any atom is 3.72 eV/A.

***

5.
DFT (ωB97M-V with the def2-TZVPD basis set) results for an isolated molecule of C6H12Si in a non-equilibrium geometry.

Cartesian coordinates (Å):
H: -1.6963 0.0840 1.8193
H: 1.3905 0.6863 1.9175
H: 3.7137 0.6576 -0.0462
H: 0.1091 1.3282 -1.6495
H: 0.4149 -1.1610 -1.5269
C: -1.5389 1.1161 -0.1020
H: -3.1754 -0.2482 0.7814
C: -0.1439 0.7706 -0.7507
H: 3.0687 -0.6525 -1.0852
C: 3.0742 -0.2488 -0.0268
C: -2.0145 -0.0825 0.6689
H: -1.2008 -2.0464 0.5645
H: -1.9873 -1.4827 -1.0096
H: 3.4241 -0.9312 0.7853
C: -0.0953 -0.6893 -0.5677
H: -1.4885 1.9815 0.5124
H: -2.1744 1.3975 -0.9138
C: -1.4114 -1.2162 -0.1136
Si: 1.2617 0.1494 0.3940

Its expectation value of S² is 2.0043. The calculation puts the energy above the lowest of the compared OMol25 structures with the same formula, charge and spin at 28.8 kcal/mol. For the energy, the calculation gives -14287.41130 eV. The spin multiplicity is 3. For the orbital gap (spin up / spin down), the calculation gives 4.434 / 7.984 eV. The value obtained for the LUMO energy (spin up / spin down) is 0.90 / -2.18 eV. For the molar mass, the calculation gives 112.248 g mol⁻¹. The strongest force on any atom is 6.63 eV/A.

***

6.
DFT (ωB97M-V with the def2-TZVPD basis set) results for C4H12N2O as an isolated structure in a non-equilibrium geometry.

Cartesian coordinates (Å):
N: -1.5896 1.6573 1.0546
C: 1.1610 -0.4731 -0.7058
H: -0.4243 -1.1071 0.3131
N: 1.3534 0.9825 1.1996
H: 1.9829 -0.9384 -0.1706
H: 1.0561 1.5800 2.0582
H: -0.1804 -0.2833 1.5458
H: -0.1276 -0.8316 -2.3839
H: -2.1972 2.4049 0.6523
C: 0.2438 0.0221 0.5095
H: -0.5174 1.6343 -0.8737
H: 2.1192 0.3262 1.6436
H: -0.8337 2.1946 1.5686
H: 0.7455 -2.2993 -1.9579
C: 0.3254 -1.3919 -1.5396
H: -1.4460 0.1319 -0.6824
O: -0.6803 -1.9913 -0.6073
H: 1.6725 0.2832 -1.4419
C: -0.8557 0.9024 -0.1294

The calculation puts the energy above the lowest of the compared OMol25 structures with the same formula, charge and spin at 139.5 kcal/mol. For the energy, the calculation gives -9365.14586 eV. The spin multiplicity is 1. For the orbital gap, the calculation gives 9.951 eV. The value obtained for the LUMO energy is 0.62 eV. For the molar mass, the calculation gives 104.153 g mol⁻¹. The strongest force on any atom is 7.24 eV/A.